No. 1
Formula: C47H48N10
Source: OMol25
Level of theory: the ωB97M-V functional and the def2-TZVPD basis

Frontier orbital gap = 9.60 eV
E_HOMO = -9.0 eV
ΔE to the lowest compared entry with this formula, charge and spin = 39.2 kJ/mol
Structure (SMILES) = c1ccncc1.c1ccncc1.c1ccncc1.c1ccncc1.c1ccncc1.c1ccncc1.c1ccncc1.c1ccncc1.c1ccncc1.CC#N
Spin multiplicity = 1

Last column: Löwdin charge in e.
Cartesian coordinates (Å):
C 8.89 -18.43 -9.07  -0.09
C 7.55 -18.16 -9.08  -0.07
C 6.95 -17.96 -10.33  -0.16
N 7.63 -17.93 -11.47  0.05
C 8.92 -18.17 -11.50  -0.15
C 9.59 -18.41 -10.27  -0.06
H 9.36 -18.74 -8.14  0.11
H 6.93 -18.24 -8.22  0.09
H 5.86 -17.84 -10.51  0.12
H 9.45 -18.14 -12.45  0.10
H 10.60 -18.75 -10.29  0.09
C 10.57 -14.72 -11.47  -0.09
C 9.43 -14.52 -10.76  -0.10
C 8.32 -14.05 -11.45  -0.16
N 8.26 -13.78 -12.74  0.07
C 9.36 -14.06 -13.42  -0.16
C 10.53 -14.57 -12.88  -0.05
H 11.44 -15.05 -10.91  0.11
H 9.33 -14.71 -9.68  0.11
H 7.43 -14.01 -10.90  0.09
H 9.30 -13.87 -14.48  0.10
H 11.38 -14.97 -13.39  0.09
C 0.02 -16.84 -13.87  -0.11
C -1.11 -17.08 -14.60  -0.11
C -1.46 -18.39 -14.87  -0.14
N -0.62 -19.48 -14.60  0.07
C 0.58 -19.12 -14.09  -0.13
C 0.92 -17.81 -13.73  -0.09
H 0.28 -15.82 -13.58  0.12
H -1.85 -16.30 -14.84  0.10
H -2.39 -18.56 -15.34  0.09
H 1.25 -19.93 -13.85  0.09
H 1.85 -17.53 -13.26  0.11
C 7.63 -19.93 -21.38  -0.06
C 7.46 -18.65 -21.92  -0.05
C 6.29 -17.96 -21.62  -0.11
N 5.38 -18.46 -20.77  0.05
C 5.57 -19.61 -20.19  -0.18
C 6.66 -20.38 -20.47  -0.07
H 8.47 -20.55 -21.70  0.11
H 8.22 -18.30 -22.51  0.07
H 6.13 -17.02 -22.00  0.08
H 4.81 -19.90 -19.50  0.10
H 6.76 -21.29 -19.87  0.11
C 3.68 -14.36 -19.72  -0.09
C 4.37 -13.16 -19.75  -0.07
C 5.49 -13.02 -18.95  -0.14
N 5.98 -14.03 -18.20  0.06
C 5.35 -15.16 -18.21  -0.18
C 4.23 -15.40 -19.04  -0.09
H 2.70 -14.53 -20.17  0.11
H 3.98 -12.30 -20.30  0.10
H 6.05 -12.11 -18.91  0.09
H 5.71 -15.90 -17.47  0.11
H 3.72 -16.39 -19.03  0.08
C 8.11 -18.97 -16.02  -0.05
C 8.47 -19.33 -17.34  -0.06
C 9.46 -20.28 -17.57  -0.17
N 10.07 -20.90 -16.58  0.04
C 9.62 -20.72 -15.34  -0.13
C 8.75 -19.66 -14.99  -0.06
H 7.41 -18.15 -15.88  0.10
H 8.10 -18.74 -18.15  0.08
H 9.77 -20.42 -18.60  0.10
H 10.12 -21.30 -14.60  0.09
H 8.50 -19.51 -13.99  0.05
C 2.02 -18.00 -19.68  -0.08
C 1.09 -17.38 -20.56  -0.07
C -0.17 -17.04 -20.12  -0.14
N -0.52 -17.26 -18.83  0.05
C 0.31 -17.89 -18.01  -0.15
C 1.59 -18.29 -18.38  -0.08
H 3.04 -18.17 -20.13  0.09
H 1.30 -17.20 -21.64  0.11
H -0.93 -16.80 -20.82  0.09
H -0.05 -18.19 -17.02  0.08
H 2.19 -18.97 -17.77  0.10
C 4.88 -21.76 -12.60  -0.07
C 5.52 -20.48 -12.68  -0.05
C 5.44 -19.76 -13.87  -0.18
N 4.74 -20.20 -14.93  0.06
C 4.08 -21.40 -14.86  -0.13
C 4.09 -22.16 -13.67  -0.09
H 4.88 -22.40 -11.73  0.09
H 6.03 -20.15 -11.78  0.07
H 5.86 -18.78 -14.00  0.06
H 3.59 -21.70 -15.75  0.08
H 3.50 -23.10 -13.63  0.10
C 3.46 -14.36 -15.53  -0.04
C 3.06 -15.59 -16.10  -0.10
C 3.58 -16.76 -15.59  -0.19
N 4.55 -16.72 -14.71  0.06
C 5.01 -15.58 -14.23  -0.17
C 4.54 -14.40 -14.66  -0.09
H 3.01 -13.42 -15.84  0.11
H 2.35 -15.56 -16.92  0.10
H 3.22 -17.66 -16.12  0.10
H 5.95 -15.68 -13.54  0.13
H 4.95 -13.52 -14.25  0.09
C -2.06 -14.39 -17.03  -0.07
C -1.18 -13.49 -17.81  -0.29
N -0.46 -12.88 -18.45  0.12
H -2.47 -13.95 -16.11  0.08
H -1.45 -15.28 -16.80  0.05
H -2.87 -14.66 -17.69  0.08

No. 2
Formula: C47H49BNO3
Source: OMol25
Level of theory: the ωB97M-V functional and the def2-TZVPD basis

Frontier orbital gap = 6.41 eV
E_HOMO = -10.5 eV
Total charge = +1
Spin multiplicity = 1

Last column: Löwdin charge in e.
Cartesian coordinates (Å):
O -4.93 -3.18 -3.33  0.25
B -4.00 -4.10 -3.07  -0.76
O -4.31 -5.41 -2.83  0.21
O -2.63 -3.65 -3.03  0.13
N -2.15 -3.47 -1.75  -0.03
C -1.74 -4.54 -1.06  0.04
C -1.21 -4.36 0.21  0.01
C -1.13 -3.06 0.71  0.00
C -1.57 -1.98 -0.05  0.03
C -2.08 -2.21 -1.31  0.06
H -5.81 -3.57 -3.36  0.13
H -3.84 -6.03 -3.40  0.13
H -1.84 -5.51 -1.51  0.16
H -0.85 -5.19 0.79  0.13
H -0.74 -2.89 1.70  0.11
H -1.50 -0.98 0.35  0.12
H -2.42 -1.43 -1.96  0.16
C 2.28 -1.88 5.97  -0.08
C 3.23 -1.59 5.00  -0.08
C 2.84 -1.31 3.70  -0.09
C 1.49 -1.32 3.37  -0.12
C 0.54 -1.61 4.34  -0.12
C 0.94 -1.90 5.64  -0.09
H 2.60 -2.10 6.98  0.11
H 4.28 -1.57 5.26  0.11
H 3.58 -1.08 2.94  0.10
H 1.18 -1.09 2.36  0.09
H -0.52 -1.62 4.09  0.09
H 0.20 -2.13 6.40  0.10
C -1.48 4.06 1.96  -0.09
C -2.52 3.37 1.34  -0.09
C -2.70 2.02 1.59  -0.11
C -1.85 1.36 2.46  -0.12
C -0.81 2.04 3.08  -0.09
C -0.63 3.39 2.83  -0.08
H -1.34 5.11 1.77  0.10
H -3.19 3.90 0.67  0.10
H -3.51 1.49 1.10  0.10
H -2.00 0.30 2.66  0.08
H -0.15 1.52 3.76  0.10
H 0.18 3.92 3.31  0.10
C 3.67 6.17 3.27  -0.09
C 3.38 7.50 3.56  -0.09
C 2.29 8.12 2.95  -0.09
C 1.50 7.41 2.06  -0.09
C 1.79 6.09 1.77  -0.12
C 2.88 5.47 2.37  -0.12
H 4.52 5.69 3.74  0.10
H 3.99 8.05 4.26  0.10
H 2.07 9.15 3.18  0.10
H 0.65 7.89 1.59  0.10
H 1.18 5.53 1.07  0.09
H 3.12 4.44 2.14  0.10
C -7.21 -1.12 -1.61  -0.11
C -7.82 -2.35 -1.37  -0.11
C -9.17 -2.40 -1.06  -0.09
C -9.92 -1.23 -1.00  -0.08
C -9.31 -0.01 -1.24  -0.08
C -7.96 0.05 -1.55  -0.09
H -6.16 -1.08 -1.86  0.09
H -7.24 -3.26 -1.42  0.09
H -9.65 -3.36 -0.86  0.10
H -10.97 -1.28 -0.76  0.11
H -9.89 0.90 -1.20  0.11
H -7.49 1.00 -1.74  0.10
C 2.17 -4.49 -0.61  -0.11
C 1.80 -5.27 -1.70  -0.11
C 2.54 -6.39 -2.04  -0.09
C 3.65 -6.74 -1.28  -0.08
C 4.03 -5.96 -0.19  -0.08
C 3.29 -4.84 0.14  -0.09
H 1.60 -3.61 -0.35  0.09
H 0.93 -4.99 -2.29  0.08
H 2.26 -6.99 -2.89  0.10
H 4.23 -7.61 -1.55  0.11
H 4.89 -6.24 0.39  0.11
H 3.58 -4.23 0.99  0.10
C 7.56 4.04 -0.97  -0.10
C 6.33 3.53 -1.38  -0.10
C 5.16 4.17 -1.00  -0.10
C 5.21 5.32 -0.22  -0.10
C 6.44 5.82 0.19  -0.09
C 7.61 5.18 -0.18  -0.09
H 8.48 3.54 -1.26  0.10
H 6.30 2.65 -2.00  0.10
H 4.20 3.78 -1.32  0.10
H 4.30 5.81 0.07  0.09
H 6.47 6.71 0.80  0.10
H 8.57 5.57 0.15  0.10
C -0.01 -1.90 -4.17  -0.11
C -1.11 -1.45 -4.89  -0.10
C -1.08 -0.20 -5.51  -0.08
C 0.06 0.59 -5.41  -0.08
C 1.15 0.14 -4.69  -0.08
C 1.12 -1.10 -4.07  -0.09
H -0.04 -2.87 -3.70  0.08
H -2.00 -2.07 -4.98  0.09
H -1.94 0.15 -6.07  0.11
H 0.08 1.56 -5.89  0.11
H 2.04 0.75 -4.61  0.11
H 1.98 -1.46 -3.51  0.10

No. 3
Formula: C47H49ClN9OSZr
Source: OMol25
Level of theory: the ωB97M-V functional and the def2-TZVPD basis

Frontier orbital gap = 5.49 eV
E_HOMO = -14.9 eV
Total charge = +3
ΔE to the lowest compared entry with this formula, charge and spin = 101.9 kJ/mol
Spin multiplicity = 1

Last column: Löwdin charge in e.
Cartesian coordinates (Å):
Zr -0.72 1.75 -0.59  1.87
N -2.69 1.56 3.49  0.17
C -1.92 1.21 2.49  -0.12
N -1.38 2.07 1.64  -0.01
C -1.65 3.44 1.81  -0.29
N -1.08 4.33 1.06  0.13
N -0.13 3.68 0.25  -0.16
C 1.03 4.17 0.15  0.02
C 2.10 3.25 -0.30  -0.25
C 3.42 3.64 -0.32  0.04
C 4.40 2.65 -0.49  0.01
C 4.01 1.34 -0.63  -0.03
C 2.65 1.04 -0.63  -0.11
N 1.71 1.96 -0.46  -0.02
C -2.60 3.85 2.83  -0.09
C -3.01 5.18 2.98  0.02
C -3.89 5.51 3.99  -0.02
C -4.37 4.53 4.86  -0.01
C -3.98 3.21 4.72  0.02
C -3.10 2.89 3.70  -0.16
H -3.04 0.83 4.10  0.18
H -1.73 0.15 2.37  0.13
H 1.26 5.14 0.57  0.16
H 3.69 4.68 -0.19  0.14
H 5.45 2.92 -0.49  0.14
H 4.73 0.55 -0.74  0.12
H 2.32 0.01 -0.77  0.12
H -2.62 5.94 2.31  0.13
H -4.21 6.54 4.11  0.13
H -5.06 4.80 5.65  0.13
H -4.36 2.45 5.39  0.13
C 4.07 0.54 -6.01  -0.03
C 3.69 1.79 -5.20  -0.55
C 4.33 1.69 -3.82  -0.07
C 4.23 3.05 -5.90  -0.03
C 2.17 1.88 -5.11  -0.13
C 1.44 1.98 -6.32  0.01
C 0.08 2.08 -6.35  -0.03
C -0.59 2.07 -5.13  -0.44
S -2.29 2.18 -4.88  1.26
C -2.08 2.10 -3.22  -0.54
N -0.80 1.98 -2.80  -0.08
C 0.08 1.97 -3.92  -0.26
C 1.48 1.88 -3.91  0.04
C -3.20 2.13 -2.28  -0.28
C -4.50 2.28 -2.74  -0.02
C -5.55 2.28 -1.84  -0.02
C -5.30 2.14 -0.48  -0.03
C -3.99 2.00 -0.03  -0.10
C -2.89 1.99 -0.91  -0.23
H 5.16 0.46 -6.06  0.10
H 3.70 0.58 -7.03  0.09
H 3.69 -0.37 -5.54  0.10
H 5.42 1.63 -3.92  0.10
H 4.00 0.80 -3.29  0.08
H 4.11 2.58 -3.22  0.08
H 5.31 3.01 -5.95  0.10
H 3.95 3.95 -5.35  0.10
H 3.85 3.15 -6.92  0.09
H 1.98 1.99 -7.26  0.13
H -0.46 2.15 -7.28  0.13
H 2.02 1.81 -2.98  0.07
H -4.72 2.40 -3.80  0.11
H -6.57 2.40 -2.20  0.13
H -6.12 2.13 0.22  0.12
H -3.85 1.91 1.03  0.07
C -2.56 -4.85 3.54  -0.03
C -1.76 -3.82 2.73  -0.49
C -2.78 -2.88 2.07  -0.04
C -0.93 -3.00 3.71  -0.03
C -0.90 -4.57 1.65  -0.42
O -1.75 -4.98 0.59  -0.01
C -0.17 -5.86 2.14  -0.09
C 0.90 -5.88 3.26  -0.11
C 2.12 -5.05 2.93  -0.24
C 2.87 -5.32 1.79  -0.03
C 3.83 -4.43 1.33  -0.09
C 4.05 -3.26 2.05  -0.67
Cl 5.17 -2.07 1.43  0.66
C 3.41 -3.02 3.25  -0.10
C 2.46 -3.94 3.70  -0.05
C 0.15 -3.72 0.92  -0.01
N -0.33 -2.51 0.22  -0.05
C -0.02 -1.27 0.51  -0.14
N -0.60 -0.45 -0.38  -0.08
C -1.26 -1.32 -1.22  -0.15
N -1.10 -2.57 -0.90  0.20
H -3.25 -4.34 4.21  0.10
H -1.92 -5.48 4.15  0.09
H -3.17 -5.49 2.90  0.10
H -3.44 -2.48 2.85  0.09
H -3.40 -3.39 1.33  0.10
H -2.32 -2.02 1.57  0.05
H -1.59 -2.56 4.46  0.10
H -0.38 -2.18 3.23  0.06
H -0.19 -3.59 4.25  0.06
H -2.22 -5.79 0.84  0.11
H 0.26 -6.29 1.24  0.13
H -0.96 -6.55 2.42  0.12
H 1.18 -6.93 3.39  0.14
H 0.48 -5.57 4.22  0.11
H 2.69 -6.22 1.22  0.13
H 4.40 -4.63 0.44  0.11
H 3.67 -2.16 3.85  0.11
H 1.97 -3.76 4.64  0.12
H 0.62 -4.32 0.15  0.15
H 0.92 -3.35 1.59  0.11
H 0.63 -1.00 1.33  0.15
H -1.84 -1.00 -2.08  0.13

No. 4
Formula: C47H50CaCl2Ge2NO4P2S4
Source: OMol25
Level of theory: the ωB97M-V functional and the def2-TZVPD basis

Frontier orbital gap (spin up / spin down) = 6.03 / 5.58 eV
E_HOMO (spin up / spin down) = -6.2 / -6.3 eV
ΔE to the lowest compared entry with this formula, charge and spin = 107.7 kJ/mol
Spin multiplicity = 2

Last column: Löwdin charge in e.
Cartesian coordinates (Å):
Ca -0.17 -0.31 0.45  0.95
Cl -2.76 -1.94 0.16  0.57
C -4.23 -0.96 0.40  -0.93
Cl -4.11 0.59 -0.41  0.61
H -4.33 -0.79 1.48  0.01
H -5.05 -1.53 -0.02  0.03
O 0.40 -2.22 -0.26  -0.59
P 0.82 -2.79 -1.57  0.73
C -0.51 -2.47 -2.79  -0.29
P -0.84 -0.68 -2.97  0.75
O -0.72 0.07 -1.67  -0.49
C 0.34 -0.05 -4.16  -0.28
C 0.35 -0.51 -5.48  -0.08
C 1.25 0.00 -6.39  -0.07
C 2.14 0.99 -5.98  -0.07
C 2.13 1.46 -4.68  -0.06
C 1.22 0.94 -3.77  -0.06
C -2.46 -0.54 -3.73  -0.28
C -3.05 0.72 -3.70  -0.09
C -4.29 0.91 -4.29  -0.06
C -4.93 -0.15 -4.92  -0.07
C -4.33 -1.40 -4.96  -0.07
C -3.10 -1.60 -4.36  -0.08
C 2.30 -2.04 -2.24  -0.29
C 3.07 -1.24 -1.41  -0.07
C 4.22 -0.64 -1.90  -0.05
C 4.60 -0.85 -3.21  -0.07
C 3.85 -1.67 -4.04  -0.07
C 2.70 -2.27 -3.56  -0.09
C 1.08 -4.56 -1.51  -0.27
C -0.02 -5.37 -1.21  -0.07
C 0.15 -6.73 -1.07  -0.07
C 1.41 -7.29 -1.22  -0.07
C 2.50 -6.49 -1.50  -0.06
C 2.34 -5.12 -1.65  -0.07
H -1.42 -2.94 -2.40  0.06
H -0.25 -2.90 -3.76  0.08
H -0.36 -1.27 -5.80  0.11
H 1.26 -0.35 -7.41  0.11
H 2.85 1.40 -6.69  0.11
H 2.82 2.23 -4.37  0.11
H 1.21 1.30 -2.74  0.11
H -2.56 1.54 -3.20  0.10
H -4.76 1.88 -4.25  0.11
H -5.90 0.00 -5.37  0.11
H -4.83 -2.23 -5.45  0.11
H -2.65 -2.58 -4.40  0.10
H 2.77 -1.09 -0.38  0.06
H 4.82 -0.01 -1.25  0.11
H 5.50 -0.38 -3.59  0.11
H 4.16 -1.84 -5.06  0.11
H 2.13 -2.92 -4.20  0.11
H -1.00 -4.93 -1.06  0.11
H -0.70 -7.35 -0.83  0.11
H 1.54 -8.36 -1.10  0.11
H 3.48 -6.93 -1.60  0.11
H 3.20 -4.50 -1.85  0.11
O 3.11 -3.00 7.03  -0.06
C 2.67 -2.91 5.92  -1.04
S 1.05 -2.32 5.54  0.95
C 1.14 -2.44 3.79  -1.18
C 2.36 -2.93 3.26  -1.22
S 2.75 -3.16 1.66  0.59
S 3.58 -3.33 4.46  0.94
S -0.24 -2.02 2.94  0.55
C 2.77 0.49 3.08  0.00
N 3.20 1.57 2.21  -0.15
C 4.19 2.48 2.72  -0.03
C 2.66 1.74 1.02  -0.33
O 1.75 1.07 0.54  -0.17
H 3.61 0.19 3.70  0.11
H 2.46 -0.35 2.47  0.05
H 1.94 0.81 3.71  0.08
H 3.83 2.94 3.64  0.08
H 4.39 3.27 1.99  0.09
H 5.12 1.95 2.93  0.10
H 3.07 2.59 0.46  0.14
C -1.77 5.48 1.89  -0.25
Ge -1.26 3.83 0.93  0.66
C 0.47 4.27 0.06  -0.26
C -2.48 3.70 -0.63  -0.27
Ge -1.17 1.67 2.12  0.74
C -0.14 2.18 3.76  -0.38
C 0.71 3.28 3.81  -0.15
C 1.49 3.56 4.92  -0.12
C 1.45 2.72 6.02  -0.10
C 0.61 1.62 6.00  -0.10
C -0.17 1.36 4.89  -0.14
C -3.02 1.53 2.88  -0.39
C -4.02 2.49 2.75  -0.14
C -5.29 2.30 3.27  -0.10
C -5.60 1.13 3.94  -0.11
C -4.62 0.15 4.09  -0.11
C -3.36 0.36 3.56  -0.17
H -1.63 6.33 1.23  0.01
H -1.16 5.62 2.77  0.00
H -2.81 5.45 2.20  0.00
H 0.36 5.17 -0.54  0.01
H 0.77 3.45 -0.60  -0.01
H 1.26 4.43 0.78  -0.01
H -2.40 4.59 -1.24  0.01
H -3.52 3.58 -0.33  -0.01
H -2.20 2.84 -1.24  -0.03
H 0.76 3.96 2.96  0.06
H 2.13 4.43 4.92  0.10
H 2.06 2.93 6.89  0.10
H 0.57 0.96 6.86  0.10
H -0.80 0.48 4.90  0.07
H -3.81 3.42 2.24  0.06
H -6.05 3.07 3.15  0.10
H -6.59 0.97 4.35  0.09
H -4.85 -0.76 4.62  0.10
H -2.62 -0.43 3.66  0.05